1.
# C6H28AgBN12O6

A molecular structure, C6H28AgBN12O6 at a distorted geometry (wB97M-V/def2-TZVPD, OMol25).

Atoms and positions in Å:
H1 -3.660921 -0.797887 -0.355208
C1 0.575138 -1.159514 -2.705619
H2 -0.445512 0.463743 2.931266
H3 -1.099299 -0.950703 -3.915599
C2 3.228137 1.005465 0.097384
N1 -4.296911 2.207019 0.671215
C3 -3.489301 1.171319 0.308119
Ag1 -0.036655 0.589477 0.502833
H4 -5.290590 2.124325 0.774143
N2 -0.483231 4.284378 -1.954357
N3 1.762256 -1.798460 -2.926187
H5 -1.769574 -4.209627 -0.060451
N4 3.066798 -2.561744 1.941477
H6 -3.841842 3.066385 0.916140
C4 -0.473458 2.921455 -2.147892
H7 2.259964 -2.098224 -2.108110
N5 1.450249 -1.534208 3.230761
B1 0.241866 1.434952 2.811230
H8 2.179098 -1.869471 -3.836127
H9 -5.118665 -0.092277 0.153719
H10 -1.019102 4.797943 -2.630844
H11 -3.431878 -2.154102 2.287795
N6 -1.310923 -3.358634 0.216128
O1 1.503192 -1.229212 0.954836
H12 3.716339 -0.081398 -1.559033
H13 0.066634 2.136739 3.751464
N7 -3.084007 -2.799028 1.602379
H14 -0.470912 -3.155720 -0.296778
N8 -0.116883 -0.755413 -3.830845
H15 4.933139 -0.029262 -0.303440
H16 -3.396455 -3.745352 1.498857
H17 3.191057 -3.148145 2.746621
H18 0.398744 -0.860088 -4.691573
H19 -0.691173 3.082609 -4.258658
H20 -0.125063 2.010025 1.797070
H21 -0.697541 1.530284 -3.535171
H22 4.343693 0.662513 1.743794
C5 1.987078 -1.721360 1.972701
O2 2.097798 1.310710 -0.289827
N9 3.709859 1.331741 1.340657
C6 -1.913496 -2.426407 1.002571
H23 -0.335807 4.623878 -1.023150
N10 4.080370 0.309882 -0.711815
H24 2.998190 1.754913 1.916916
N11 -0.749863 2.528075 -3.425758
O3 -2.273613 1.288951 0.288952
O4 -1.400386 -1.324411 1.187127
N12 -4.131424 0.011483 -0.000819
O5 -0.236092 2.131593 -1.255427
H25 2.072341 -1.205138 3.951525
H26 1.364797 1.104859 2.586446
H27 3.442850 -2.782747 1.039422
H28 0.572636 -1.028894 3.172993
O6 0.148362 -1.007281 -1.573832

Atoms 1-2, force components in eV/Å:
H 0.456 0.153 0.154
C -0.315 -0.311 0.536

## Properties
Molar mass (g mol⁻¹): 483.05
Charge: +1
2S+1: 2
Calculated total energy (eV): -41515.9318
E_LUMO (alpha / beta) (eV): -2.00 / -5.11
Highest occupied orbital energy (alpha / beta) (eV): -12.1 / -12.0

***

2.
# C5H11NO

A gas-phase ion, C5H11NO (charge -1) at a distorted geometry (wB97M-V/def2-TZVPD, OMol25).

Atoms and positions in Å:
H1 -3.112334 1.112854 -0.402520
H2 -0.042652 -1.549093 0.699597
C1 -0.400533 -0.454943 0.834170
H3 1.023899 -1.418890 -1.427403
H4 2.512031 -1.228235 -0.411718
H5 -0.853870 -0.325444 1.829511
H6 0.387430 1.589864 0.997824
O1 -2.130940 1.442525 1.425009
H7 2.496208 -0.384495 -2.026921
C2 1.839624 -0.670246 -1.164041
C3 -2.350740 0.883413 0.326918
H8 2.089903 1.185418 -0.572560
H9 1.541063 0.334815 1.466344
C4 0.757830 0.583328 0.731604
C5 -1.534220 -0.281748 -0.180504
H10 -2.197128 -1.111986 -0.162179
H11 -1.267695 -0.309690 -1.302595
N1 1.242125 0.602552 -0.660535

Atoms 1-2, force components in eV/Å:
H -0.993 0.874 -0.138
H 0.056 1.602 0.552

## Properties
Molar mass (g mol⁻¹): 101.15
Charge: -1
2S+1: 2
Calculated total energy (eV): -8898.3482
E_LUMO (alpha / beta) (eV): 3.83 / 3.72
Highest occupied orbital energy (alpha / beta) (eV): 1.1 / -2.9

***

3.
# C2H2ClNO

A molecular structure, C2H2ClNO at a distorted geometry (wB97M-V/def2-TZVPD, OMol25).

Atoms and positions in Å:
H1 -0.837326 -1.074519 1.187141
C1 -1.936833 0.292021 -0.095733
Cl1 0.715501 -0.337626 -0.621871
C2 -0.809139 -0.450498 0.159724
H2 3.073169 0.190997 0.257202
O1 2.736205 0.634092 -0.526577
N1 -2.941575 0.745531 -0.359883

Atoms 1-2, force components in eV/Å:
H 0.243 1.480 -2.698
C 2.222 -0.947 -0.138

## Properties
Molar mass (g mol⁻¹): 91.50
Calculated total energy (eV): -18161.3896
E_LUMO (alpha / beta) (eV): -1.78 / -2.06
Highest occupied orbital energy (alpha / beta) (eV): -11.9 / -9.6

***

4.
# C6H16N3

A gas-phase ion, C6H16N3 (charge +1) at a distorted geometry (wB97M-V/def2-TZVPD, OMol25).

Atoms and positions in Å:
H1 -0.520607 -3.393914 0.050127
C1 -0.748561 -2.278572 0.454363
N1 1.432195 0.772476 0.586303
H2 1.765073 0.925865 1.625660
H3 1.140545 -0.886593 -1.884483
H4 -1.752537 -2.125252 0.721648
C2 1.928387 -0.554994 0.178827
H5 -3.264403 1.681239 0.914922
H6 -3.764141 1.609732 -0.692854
H7 -0.486264 0.826110 -0.914813
C3 0.946361 -1.242888 -0.858681
H8 1.974200 -1.113841 1.214211
N2 -2.241790 0.141562 -0.085810
H9 1.262556 -2.308505 -0.916186
H10 2.937492 -0.411064 -0.194191
N3 -0.381798 -1.200612 -0.453612
C4 1.998545 1.964498 -0.016639
H11 -1.972892 2.170633 -0.293095
H12 -0.081849 -2.009937 1.269958
H13 3.006668 2.142387 0.346906
C5 -1.017826 -0.040679 -0.455471
H14 1.321843 2.774522 0.073942
H15 -2.694001 -0.649522 0.367162
C6 -2.825520 1.491943 -0.013979
H16 2.038324 1.715395 -1.024204

Atoms 1-2, force components in eV/Å:
H -0.691 2.944 0.763
C 1.701 -1.533 -0.791

## Properties
Molar mass (g mol⁻¹): 130.22
Charge: +1
SMILES string: CNCCN(C)/C=[NH+]/C
Calculated total energy (eV): -10943.9578
E_LUMO (eV): -2.66
Highest occupied orbital energy (eV): -12.8

***

5.
# C13H26N6O6Ti

A molecular structure, C13H26N6O6Ti at a distorted geometry (wB97M-V/def2-TZVPD, OMol25).

Atoms and positions in Å:
N1 -1.716851 -0.576981 -1.742070
H1 -2.209580 -1.803150 2.100381
H2 1.253804 -0.983944 4.930739
H3 1.803669 -3.688101 -2.159270
C1 0.917118 0.344024 -4.262963
N2 0.786381 0.070869 -1.822982
C2 -0.976768 1.900602 1.443001
N3 1.562250 -0.127701 1.003266
O1 -2.926877 -0.912180 -1.631076
H4 -3.056773 -0.541946 -3.978386
O2 -0.087810 -3.311822 -2.030720
C3 -2.019686 -0.840364 -4.162670
C4 1.650873 -0.196720 2.360767
N4 -0.990733 1.328735 0.229614
H5 -2.319713 4.422329 2.543983
H6 1.263706 1.390221 -4.229788
H7 1.802289 -0.296462 -4.390928
H8 -0.693069 5.042744 2.128241
H9 2.483764 -2.340853 -0.948650
C5 1.811657 -3.153079 -1.243057
H10 -1.510149 4.454775 -0.486337
C6 0.165261 -0.044382 -3.031752
C7 0.275413 -0.905270 4.430332
H11 -0.247672 -4.246219 -2.280154
H12 0.292768 0.220850 -5.154297
N5 -0.549263 -0.837034 2.143734
C8 -1.273314 4.145055 2.364206
H13 -1.985381 -1.930660 -4.283122
C9 0.481856 -0.697532 2.986995
C10 -1.185569 -0.472441 -2.995706
H14 -0.189771 -3.070930 -1.059980
H15 -0.275234 -0.043354 4.835898
H16 -1.155841 2.018545 -1.780137
H17 -0.323002 -1.805643 4.613317
Ti1 -0.447927 -0.461058 0.100014
O3 -1.048808 -2.185158 0.057416
H18 1.337010 -3.391066 -0.258932
O4 1.975609 0.636410 -1.914584
O5 -1.717404 -1.312731 2.789535
H19 3.278716 -0.327558 3.721320
C11 2.748873 0.440930 3.140212
H20 2.308267 1.196189 3.814404
N6 -1.183430 3.206568 1.275537
H21 -1.648685 -0.391231 -5.087801
H22 3.474217 0.942616 2.492211
O6 2.632725 0.484518 0.423209
C12 -1.329993 3.463385 -0.086207
H23 2.399683 0.597119 -0.631277
H24 -0.752267 -2.755206 0.805209
H25 -0.871646 3.672349 3.265373
H26 -0.853417 1.369914 2.384076
C13 -1.159276 2.302029 -0.730145

Atoms 1-2, force components in eV/Å:
N 0.993 0.689 -2.228
H 0.283 0.367 0.070

## Properties
Molar mass (g mol⁻¹): 410.25
2S+1: 3
Calculated total energy (eV): -58234.8744
E_LUMO (alpha / beta) (eV): -0.51 / -0.75
Highest occupied orbital energy (alpha / beta) (eV): -5.9 / -6.0

***

6.
# C3H3F3O

C3H3F3O in the gas phase at a distorted geometry (wB97M-V/def2-TZVPD, OMol25).

Atoms and positions in Å:
C1 -1.400321 -0.015518 0.000142
C2 0.033957 -0.438290 -0.125737
O1 1.000356 -0.088148 -1.116933
H1 -1.576619 0.351404 1.006278
C3 1.508185 0.422894 -0.002086
F1 1.372364 1.659033 0.388653
F2 2.669330 -0.100415 0.423357
H2 -1.737482 0.722873 -0.660964
F3 0.189500 -1.684357 0.320591
H3 -2.059267 -0.829474 -0.233297

Atoms 1-2, force components in eV/Å:
C 1.277 -0.444 -0.137
C -7.942 -3.376 -2.561

## Properties
Molar mass (g mol⁻¹): 112.05
2S+1: 3
Calculated total energy (eV): -13352.2711
E_LUMO (alpha / beta) (eV): 0.86 / -1.84
Highest occupied orbital energy (alpha / beta) (eV): -4.5 / -13.2

***

7.
# C18H49N3O21S5

8 unconnected molecules or ions with the total composition C18H49N3O21S5 at a distorted geometry (wB97M-V/def2-TZVPD, OMol25).

Atoms and positions in Å:
H1 0.855611 -2.269973 1.878855
C1 -0.143927 -2.318986 2.302873
H2 -3.394932 -10.116358 6.257528
C2 -2.186134 5.365269 0.005703
H3 -0.897044 -6.170138 6.952431
H4 0.589257 2.499406 -4.018197
H5 -0.377071 -7.655318 6.154997
H6 -3.114371 6.679783 -3.971956
H7 2.792220 -1.136770 3.017707
H8 3.339618 -1.467650 1.304351
H9 4.927078 -1.084930 -1.006377
H10 -1.989777 4.813422 2.076174
H11 5.125924 -0.690528 -3.446028
O1 -1.486388 -1.584120 5.859312
C3 -2.137347 4.325221 1.111110
O2 0.926453 -0.130979 -4.088819
C4 2.916563 -0.819334 -5.745800
H12 -1.380198 6.093653 0.124479
H13 -2.973864 -1.820404 -1.460960
C5 -0.507788 0.997481 0.159899
H14 3.276266 6.388303 -6.641559
O3 4.813252 -3.114167 2.274903
H15 -0.172587 1.721341 0.911181
H16 3.333628 7.796983 -5.406472
H17 1.871917 5.989964 -4.593508
H18 2.230492 2.567820 -3.531391
N1 4.631491 -2.066596 2.838529
H19 -3.844449 -0.747319 4.434752
O4 -2.423713 -1.238033 1.412749
O5 -5.823530 -0.483451 -1.799969
H20 3.990955 -0.129381 2.145081
H21 0.934448 -5.833192 5.426919
H22 -4.496797 -1.877606 5.697135
O6 -0.906004 0.092002 2.939726
O7 -3.858060 0.314739 -2.076903
O8 -1.212368 4.685685 -3.561341
H23 3.400844 5.959004 -3.638420
O9 -2.262343 -6.792049 5.625618
O10 2.511498 -1.868167 -3.234915
C6 -4.052871 -1.886146 -1.390350
H24 3.231622 -0.503934 -1.243083
C7 0.105569 1.288678 -1.167366
H25 -1.399959 3.536507 0.979943
S1 -1.120078 -0.857230 1.873165
H26 -0.431035 -4.961539 4.664479
C8 1.410063 3.201439 -3.870886
H27 3.278034 -1.845402 -5.798619
O11 -0.859984 6.722455 -2.164520
H28 5.204508 0.880183 -2.959888
C9 3.565894 6.765373 -5.660990
H29 -3.936630 5.345120 -3.041706
H30 4.355520 0.612766 -0.871909
C10 4.515040 0.033964 -2.895923
H31 -1.699339 -9.596370 5.999035
H32 -3.079299 -9.491537 4.677202
H33 1.182962 1.101488 -1.150788
H34 2.129235 -0.570095 -6.445528
H35 -0.608223 -3.142354 1.759391
S2 -3.166873 -7.845676 6.475650
H36 -3.124877 5.928472 0.008940
C11 -0.060985 -5.933659 4.980849
H37 -0.214025 -2.423155 3.380181
H38 0.229392 -6.476295 4.075315
C12 2.949729 5.828969 -4.620239
O12 3.339249 0.455424 -3.582816
C13 -3.270747 6.200998 -3.009672
C14 4.290775 -0.323343 -1.442667
H39 -0.370645 0.702351 -1.952038
O13 2.380849 2.354215 -6.174500
H40 4.648374 6.618247 -5.715703
O14 -0.280263 -0.352670 0.578009
S3 1.939183 3.588134 -5.567269
H41 -4.421168 -2.154669 -0.406551
C15 -3.680323 -1.222352 5.401357
H42 0.000419 2.341260 -1.433307
H43 -1.579731 1.227059 0.133570
O15 -4.529489 -7.556463 6.113065
O16 -2.510888 -3.136145 4.746719
O17 3.224200 4.476913 -5.058066
O18 -2.671506 -7.848034 7.809063
O19 5.179954 -1.719738 3.861313
C16 -2.731278 -9.450542 5.701991
C17 -0.892354 -6.701975 5.996105
N2 -2.475126 -2.088322 5.357780
H44 3.759271 -0.141620 -5.759350
H45 -4.429866 -2.583440 -2.135703
H46 -3.492285 6.943534 -2.246802
H47 -3.076234 3.775205 1.220408
H48 -3.541473 -0.377864 6.066786
N3 -4.623635 -0.571800 -1.765635
H49 1.285446 4.063078 -3.232790
C18 3.609562 -1.135121 2.304285
O20 -2.032617 4.661227 -1.230625
O21 1.064486 4.488485 -6.278373
S4 -1.653794 5.577835 -2.542738
S5 2.259444 -0.696518 -4.037602

Atoms 1-2, force components in eV/Å:
H 0.107 0.491 0.413
C -0.810 0.039 -1.267

## Properties
Molar mass (g mol⁻¹): 803.92
SMILES string: CCOS(C)(=O)=O.CCOS(C)(=O)=O.CCOS(C)(=O)=O.CCOS(C)(=O)=O.CCOS(C)(=O)=O.C[N+](=O)[O-].C[N+](=O)[O-].C[N+](=O)[O-]
Calculated total energy (eV): -121092.4154
E_LUMO (eV): 0.12
Highest occupied orbital energy (eV): -10.8